Run w
Here is C16H19N3O3S in the gas phase from the OMol25 dataset. Energies are from ωB97M-V/def2-TZVPD.

Structure (ORCA input):
```
! RIJCOSX wB97M-V def2-TZVPD def2/J DEFGRID3
* xyz 0 1
C -5.81089 -2.56026 -0.81889
C -4.65935 -1.69999 -0.39959
C -4.87674 -0.54142 0.34124
C -3.81424 0.24416 0.74948
C -2.52877 -0.13427 0.41569
C -2.28648 -1.27917 -0.31671
C -3.35458 -2.06030 -0.72180
H -3.17574 -2.95916 -1.29330
H -1.26711 -1.54514 -0.54788
S -1.17131 0.91009 0.90327
O -1.44552 1.53044 2.16696
O 0.06404 0.17537 0.78401
N -1.27019 2.10616 -0.27468
H -0.86331 1.74552 -1.13196
C -0.58089 3.32935 0.09831
H -0.63592 4.00960 -0.75397
H -1.12471 3.75379 0.94423
C 0.87987 3.08235 0.49867
C 1.58811 2.21452 -0.53199
O 1.16875 2.04172 -1.66166
N 2.75534 1.69517 -0.10389
H 3.00938 1.77823 0.86739
C 3.56113 0.82345 -0.93014
C 3.91053 -0.47163 -0.25375
C 5.18543 -1.01251 -0.36970
C 5.47027 -2.21631 0.25291
C 4.46018 -2.83256 0.97499
N 3.24527 -2.32645 1.09608
C 2.97381 -1.17954 0.49983
H 1.96568 -0.80633 0.62839
H 4.62754 -3.77409 1.48182
H 6.45076 -2.66144 0.18058
H 5.94457 -0.49772 -0.94344
H 2.97024 0.63274 -1.83350
H 4.48096 1.34521 -1.22625
H 1.40785 4.03496 0.58375
H 0.90165 2.57776 1.46568
H -3.95769 1.14108 1.32991
H -5.88633 -0.25624 0.59825
H -6.70993 -1.96552 -0.95938
H -6.01581 -3.30273 -0.04727
H -5.58584 -3.08890 -1.74170
*
```

molecular weight	333.4	g mol⁻¹
HOMO-LUMO gap	9.95	eV
SMILES string	Cc1ccc(S(=O)(=O)NCCC(=O)NCc2cccnc2)cc1
HOMO	-9.188	eV

***

Run x
Here is C16H19N3O3S in the gas phase from the OMol25 dataset. Energies are from ωB97M-V/def2-TZVPD.

Structure (ORCA input):
```
! RIJCOSX wB97M-V def2-TZVPD def2/J DEFGRID3
* xyz 0 1
C -4.08220 0.69058 3.01652
C -3.20922 1.93808 3.06281
H -3.30581 2.49083 2.12516
H -3.54762 2.58863 3.87176
C -1.72935 1.60024 3.29162
C -1.21191 0.77273 2.17285
N -0.70813 -0.40069 2.30432
N -0.29892 -0.95495 1.16916
C -0.49178 -0.19420 0.14397
N -0.13878 -0.56183 -1.12962
C -0.39728 0.22612 -2.20841
O -0.96047 1.29300 -2.11509
C 0.10621 -0.30888 -3.55736
O 1.50359 -0.11643 -3.67179
C 2.29582 -1.14324 -3.22988
C 3.66634 -0.92308 -3.15378
C 4.50515 -1.92425 -2.70591
C 3.98724 -3.15175 -2.32226
C 2.62844 -3.38572 -2.40613
C 1.78255 -2.38901 -2.87016
O 0.42305 -2.64190 -2.92890
C -0.26017 -1.77763 -3.80679
H -0.00512 -2.02539 -4.84624
H -1.32620 -1.94673 -3.64493
H 2.19714 -4.33117 -2.11910
H 4.64175 -3.92950 -1.96211
H 5.56699 -1.74284 -2.64935
H 4.04354 0.04332 -3.44650
H -0.34091 0.32818 -4.32948
H 0.23475 -1.49911 -1.22853
S -1.23248 1.34130 0.50424
H -1.63043 1.00331 4.20402
C -0.89032 2.87920 3.43063
C 0.56554 2.57775 3.76237
H 0.63629 2.01958 4.69299
H 1.12902 3.50166 3.86873
H 1.02604 1.98291 2.97703
H -0.94716 3.44349 2.49660
H -1.32317 3.49532 4.22130
H -5.12463 0.96278 2.86928
H -3.77949 0.03749 2.20128
H -3.99790 0.13182 3.94571
*
```

molecular weight	333.4	g mol⁻¹
HOMO-LUMO gap	9.55	eV
SMILES string	CCC(CC)c1nnc(NC(=O)[C@@H]2COc3ccccc3O2)s1
HOMO	-8.892	eV

***

Stability, lowest: run x

***

Run w
Here is C22H23ClN2O in the gas phase from the OMol25 dataset. Energies are from ωB97M-V/def2-TZVPD.

Structure (ORCA input):
```
! RIJCOSX wB97M-V def2-TZVPD def2/J DEFGRID3
* xyz 0 1
Cl -4.21151 -1.89799 -3.76971
N 2.51724 0.48733 -0.27376
O -1.47381 2.05629 0.94260
C 1.29281 0.95455 -0.51740
C 1.04030 -0.16325 1.32307
C 0.45701 0.69345 0.51577
C -0.99682 -1.93858 3.95434
C -2.26599 -1.38903 3.69579
C -3.78050 -0.14345 -1.74758
C -2.17369 -1.84615 -1.99845
C 0.14200 -1.74664 3.27063
C -3.01305 0.58620 -0.84960
C -1.45129 -1.28557 -0.86093
C -2.28540 -0.38795 2.70260
C -3.36600 -1.32676 -2.44129
C 0.10493 -0.71193 2.27079
C -1.81542 0.02172 -0.39148
C -1.09502 -0.11260 1.92724
N 2.37360 -0.21468 0.83883
C -1.03298 0.72513 0.72936
C 3.33919 -2.54915 1.07093
C 0.39211 3.12245 -1.29180
C 2.57039 2.20700 -2.35268
C 0.38846 1.22564 -2.94181
C 3.48188 -1.04040 1.39270
C 1.11495 1.89032 -1.69730
H -1.19701 2.44516 1.82258
H -0.98681 -2.75356 4.70428
H -3.12883 -1.84782 4.26150
H -4.65165 0.31157 -2.03687
H -1.78319 -2.84979 -2.39413
H 1.00204 -2.25305 3.34125
H -3.18933 1.53554 -0.41480
H -0.59639 -1.78140 -0.37215
H -3.26737 -0.03067 2.41820
H 4.05669 -2.79066 0.24771
H 2.34835 -2.88567 0.67820
H 3.42953 -3.07720 1.97403
H 0.47777 3.92954 -2.00846
H 0.72326 3.43006 -0.27987
H -0.71377 3.02743 -1.21736
H 2.46469 3.08396 -3.03514
H 3.30493 2.46941 -1.62981
H 2.81830 1.30470 -2.87425
H 1.06449 0.45000 -3.52249
H 0.16831 2.07759 -3.68198
H -0.57531 0.74972 -2.68410
H 3.60206 -0.91067 2.40760
H 4.37584 -0.85016 0.79520
*
```

molecular weight	366.9	g mol⁻¹
HOMO-LUMO gap	8.68	eV
SMILES string	CCn1nc(C(C)(C)C)c2c1-c1ccccc1[C@]2(O)c1ccc(Cl)cc1
HOMO	-8.196	eV

***

Run x
Here is C22H23ClN2O in the gas phase from the OMol25 dataset. Energies are from ωB97M-V/def2-TZVPD.

Structure (ORCA input):
```
! RIJCOSX wB97M-V def2-TZVPD def2/J DEFGRID3
* xyz 0 1
Cl 3.01655 -4.69892 3.48024
N 3.44257 -2.58900 1.97493
O -0.35137 -0.85174 2.59452
C 2.51440 -3.20584 2.74195
C 3.09104 -1.43358 1.37609
C 1.28256 -2.65866 2.98412
C -3.11310 3.98223 1.17971
C 0.02239 3.37573 -2.45683
C -2.75473 2.76638 1.71830
C 0.42464 2.18343 -1.89279
C 0.89562 -1.44997 2.38022
C 1.83998 -0.81991 1.52681
C -2.54799 4.39563 -0.04977
C -0.94895 4.09368 -1.79667
C -1.76070 1.97099 1.12539
C -0.11199 1.65066 -0.69648
C -1.53508 3.64734 -0.61402
C -1.11893 2.39323 -0.04448
N 0.39440 0.44944 -0.18377
C -1.25053 -1.32892 3.63874
C 0.66012 -1.15443 -2.03603
C 4.19982 -0.75411 0.64912
C -0.14982 -0.81090 -0.80164
C 1.49840 0.47112 0.79458
C 4.06028 0.75835 0.67624
C 2.72890 1.08691 0.05512
H 0.58283 -3.17132 3.61619
H -3.83691 4.63409 1.67172
H 0.49724 3.79057 -3.35895
H -3.18347 2.41925 2.67836
H 1.15009 1.63214 -2.46229
H -2.85839 5.29729 -0.51384
H -1.24794 4.98390 -2.30171
H -1.43398 1.07298 1.57352
H -0.74014 -1.32632 4.58069
H -1.59122 -2.35155 3.43404
H -2.13518 -0.73403 3.63936
H 0.30066 -2.11893 -2.34284
H 0.46911 -0.47096 -2.84238
H 1.72572 -1.20549 -1.85730
H 4.29490 -1.11785 -0.37553
H 5.14771 -0.97245 1.16294
H -0.01735 -1.63992 -0.09380
H -1.21396 -0.67377 -1.05713
H 1.23085 1.17747 1.57850
H 4.90125 1.19249 0.11019
H 4.13216 1.10451 1.74402
H 2.69528 0.77859 -0.99970
H 2.63192 2.15985 0.02203
*
```

molecular weight	366.9	g mol⁻¹
HOMO-LUMO gap	8.23	eV
SMILES string	CCN(c1cccc2ccccc12)[C@@H]1CCCc2nc(Cl)cc(OC)c21
HOMO	-7.787	eV

***

Stability, lowest: run w